This record from the Open Molecules 2025 dataset describes a molecular structure, C29H73FN5O5PSSbSiTi. The level of theory is ωB97M-V with the def2-TZVPD basis set.

Output
Net charge = +3
Total energy = -4016.9288 Ha
ΔE to the lowest compared entry with this formula, charge and spin = 0.0 kJ/mol

```
118
C29H73FN5O5PSSbSiTi | the Open Molecules 2025 dataset | ωB97M-V with the def2-TZVPD basis set
Ti 0.0606 -1.3905 -0.2076
C -1.3522 -3.6934 -1.7528
C -1.9867 -2.3683 -2.1435
N -1.9312 -1.4439 -0.9839
C -2.9684 -1.7730 0.0401
C -2.3730 -1.7319 1.4324
N -1.0487 -2.4167 1.4098
C -1.1199 -3.9000 1.2863
C -0.0938 -4.3719 0.2682
N -0.1414 -3.4690 -0.9073
H -1.0930 -4.2662 -2.6434
H -2.0534 -4.3045 -1.1863
H -3.0179 -2.5208 -2.4682
H -1.4416 -1.9087 -2.9634
H -2.1188 -0.4720 -1.3049
H -3.3707 -2.7614 -0.1799
H -3.7944 -1.0658 -0.0336
H -3.0439 -2.1944 2.1593
H -2.1964 -0.7011 1.7417
H -0.5765 -2.1857 2.2813
H -2.1274 -4.1736 0.9774
H -0.9504 -4.3764 2.2518
H -0.2783 -5.4094 -0.0181
H 0.9166 -4.3221 0.6749
H 0.6991 -3.6358 -1.4693
C 3.4895 -0.3383 1.4350
C 2.9618 -1.7477 1.2603
C 4.0470 -2.7658 0.9769
C 2.1053 -2.1422 2.4455
O 2.0384 -1.7379 0.0332
Si 2.5605 -1.5791 -1.6091
S 0.7680 -0.5876 -2.2592
O 3.8681 -0.7039 -1.6675
C 4.5949 0.3053 -2.4629
C 6.0663 0.0612 -2.1944
C 4.1436 1.6609 -1.9462
C 4.2487 0.1333 -3.9300
O 2.5390 -3.1084 -2.0954
C 3.2116 -4.0037 -3.0590
C 2.6184 -5.3749 -2.7925
C 2.8790 -3.5169 -4.4567
C 4.7012 -3.9847 -2.7730
H 4.0976 -0.3060 2.3396
H 2.6663 0.3685 1.5535
H 4.1103 -0.0401 0.5948
H 4.7074 -2.8285 1.8419
H 4.6528 -2.4713 0.1193
H 3.6235 -3.7552 0.7989
H 2.7445 -2.2145 3.3250
H 1.6395 -3.1188 2.3089
H 1.3577 -1.3732 2.6585
H 6.2916 0.1742 -1.1337
H 6.6673 0.7818 -2.7488
H 6.3587 -0.9393 -2.5122
H 4.3481 1.7556 -0.8793
H 3.0739 1.7980 -2.1228
H 4.6825 2.4525 -2.4660
H 4.6111 -0.8197 -4.3131
H 4.7242 0.9224 -4.5121
H 3.1695 0.2050 -4.0895
H 1.5427 -5.3804 -2.9878
H 2.8034 -5.6834 -1.7627
H 3.0737 -6.1124 -3.4525
H 1.7990 -3.5000 -4.6136
H 3.3182 -4.1853 -5.1968
H 3.2744 -2.5154 -4.6311
H 4.9037 -4.3236 -1.7564
H 5.1125 -2.9841 -2.9012
H 5.2185 -4.6522 -3.4616
F -0.0485 0.0219 0.8683
C -1.3575 5.7118 2.5700
C -2.5844 4.8715 2.9138
C -3.8208 5.3547 2.1626
Sb -2.1327 2.8155 2.4380
C -3.9145 1.7357 3.0147
C -4.8984 1.6929 1.8468
C -4.5444 2.2859 4.2894
C -0.7612 2.3003 4.0473
C -0.8468 0.8037 4.3417
C -0.9448 3.1350 5.3099
H -1.5146 6.7532 2.8588
H -1.1727 5.7096 1.4897
H -0.4521 5.3660 3.0736
H -2.7590 4.9160 3.9903
H -3.7112 5.2196 1.0848
H -3.9811 6.4182 2.3548
H -4.7246 4.8297 2.4721
H -3.5524 0.7198 3.2103
H -5.2685 2.6870 1.5957
H -5.7642 1.0778 2.1078
H -4.4399 1.2859 0.9405
H -4.8445 3.3278 4.1741
H -3.8704 2.2221 5.1432
H -5.4438 1.7161 4.5377
H 0.2273 2.5101 3.6287
H -1.8033 0.5405 4.7982
H -0.0625 0.5092 5.0437
H -0.7264 0.2032 3.4303
H -1.9351 2.9987 5.7468
H -0.8056 4.1994 5.1245
H -0.2135 2.8384 6.0660
N -0.3526 2.9272 -0.5887
C -1.1827 3.5195 -1.6756
P -2.7612 2.5685 -1.8243
O -3.8921 3.2637 -1.1431
O -2.3729 1.1580 -1.5037
C -3.2540 2.7559 -3.6191
N -4.5411 3.5366 -3.6027
H -0.0856 1.9643 -0.8114
H -0.9168 2.8644 0.3277
H 0.4813 3.4810 -0.3964
H -0.6240 3.4501 -2.6093
H -1.3618 4.5675 -1.4426
H -3.4418 1.7730 -4.0451
H -2.5219 3.2671 -4.2388
H -4.7490 3.6502 -2.5700
H -5.3093 3.0511 -4.0640
H -4.4548 4.4570 -4.0321
```